[1]
C14H14FeN2O4 | ωB97M-V/def2-TZVPD

The calculation puts the highest occupied orbital energy (spin up / spin down) at -6.096 / -7.868 eV. The energy relative to the best compared isomer or geometry (same formula, charge and spin) is 0.136 eV. Its spin multiplicity is 5. For the orbital gap (spin up / spin down), the calculation gives 6.16 / 4.31 eV. The LUMO energy (spin up / spin down) comes out at 0.0025 / -0.1308 hartree.

```
35
C14H14FeN2O4 | the OMol25 dataset | ωB97M-V/def2-TZVPD
C -2.543 -1.394 2.244
C -1.086 -1.487 2.613
C -0.369 -0.437 3.291
Fe 0.434 -0.549 1.495
C 0.201 1.362 1.509
O 0.154 2.495 1.739
C -0.846 -0.375 -0.088
O -1.620 -0.763 -0.840
C 2.346 -0.641 2.212
C 2.266 -0.056 0.907
C 1.673 -1.035 0.023
C 1.359 -2.201 0.808
C 1.761 -1.943 2.161
H -3.228 -1.713 3.045
H -2.782 -0.352 1.994
H -2.763 -2.022 1.374
H -0.731 -2.511 2.786
H -0.877 0.522 3.511
H 0.325 -0.753 4.088
H 2.841 -0.197 3.079
H 2.726 0.880 0.598
H 1.609 -0.959 -1.059
H 0.947 -3.135 0.432
H 1.722 -2.661 2.974
N -1.890 2.233 -0.466
C -1.564 2.381 -1.808
O -0.940 1.547 -2.482
N -1.985 3.564 -2.428
C -2.561 4.695 -1.848
O -2.783 5.689 -2.545
C -2.818 4.482 -0.447
C -2.466 3.269 0.118
H -1.740 3.634 -3.401
H -3.268 5.263 0.150
H -2.682 3.150 1.191
```

---

[2]
C14H14GdNO5 | ωB97M-V/def2-TZVPD

The calculation puts the highest occupied orbital energy (spin up / spin down) at -15.050 / -15.408 eV. The energy relative to the best compared isomer or geometry (same formula, charge and spin) is 1.841 eV. Its spin multiplicity is 8. The net charge is +2. For the orbital gap (spin up / spin down), the calculation gives 6.64 / 7.20 eV. The LUMO energy (spin up / spin down) comes out at -0.3090 / -0.3017 hartree.

```
35
C14H14GdNO5 | the OMol25 dataset | ωB97M-V/def2-TZVPD
O -0.234 -3.121 6.378
C -1.175 -2.799 5.793
Gd -1.527 -1.278 1.042
C -2.712 -0.725 -1.297
O -3.487 -0.707 -2.149
C -4.029 -2.304 0.395
O -4.865 -2.992 0.749
C -4.291 -0.383 0.590
O -5.304 0.134 0.883
C -1.611 -3.067 -0.983
O -1.796 -3.944 -1.663
H -0.146 -2.228 2.054
C 2.485 -0.521 -0.795
N 1.883 0.367 -1.839
C 2.024 -0.239 -3.183
C 0.492 0.794 -1.518
C 0.458 1.469 -0.210
C 1.282 2.590 -0.009
C 1.444 3.200 1.246
C 0.749 2.655 2.351
C -0.124 1.532 2.147
C -0.232 0.954 0.876
H 1.879 -1.444 -0.708
H 2.516 0.000 0.174
H 3.514 -0.785 -1.104
H 2.464 1.227 -1.827
H 1.428 -1.152 -3.225
H 1.668 0.475 -3.913
H 3.075 -0.474 -3.368
H 0.203 1.458 -2.304
H -0.143 -0.060 -1.548
H 1.825 3.041 -0.850
H 2.098 4.085 1.405
H 0.875 3.093 3.369
H -0.686 1.149 3.040
```

---

[3]
C14H14N2O4 | ωB97M-V/def2-TZVPD

The SMILES is CC(=O)O[C@@H](C(=O)NCc1ccco1)c1cccnc1. The calculation puts the highest occupied orbital energy at -8.654 eV. The energy relative to the best compared isomer or geometry (same formula, charge and spin) is 2.517 eV. For the orbital gap, the calculation gives 9.37 eV. The LUMO energy comes out at 0.0265 hartree.

```
34
C14H14N2O4 | the OMol25 dataset | ωB97M-V/def2-TZVPD
C 1.178 -3.485 -3.384
C 1.528 -2.610 -2.214
O 2.603 -2.122 -1.994
O 0.465 -2.438 -1.410
C 0.656 -1.508 -0.357
C 0.870 -0.098 -0.959
O 0.476 0.187 -2.064
N 1.468 0.759 -0.109
C 1.432 2.193 -0.330
C 0.394 2.821 0.542
C -0.947 2.586 0.646
C -1.414 3.419 1.691
C -0.324 4.093 2.145
O 0.775 3.733 1.462
C -0.591 -1.392 0.470
C -1.843 -1.378 -0.135
C -2.962 -1.178 0.654
C -2.784 -0.983 2.016
N -1.597 -0.994 2.598
C -0.532 -1.197 1.847
H 0.438 -4.224 -3.093
H 2.075 -3.960 -3.770
H 0.752 -2.850 -4.159
H 1.526 -1.800 0.244
H 1.697 0.450 0.823
H 1.196 2.335 -1.388
H 2.409 2.630 -0.109
H -1.523 1.909 0.049
H -2.419 3.500 2.049
H -0.203 4.827 2.916
H -1.920 -1.518 -1.202
H -3.950 -1.163 0.220
H -3.624 -0.810 2.675
H 0.414 -1.208 2.374
```

---

[4]
C14H14N3O8P2Pt | ωB97M-V/def2-TZVPD

The calculation puts the highest occupied orbital energy (spin up / spin down) at -4.742 / -4.744 eV. The energy relative to the best compared isomer or geometry (same formula, charge and spin) is 1.579 eV. The net charge is -1. For the orbital gap (spin up / spin down), the calculation gives 6.17 / 6.17 eV. The LUMO energy (spin up / spin down) comes out at 0.0525 / 0.0524 hartree.

```
42
C14H14N3O8P2Pt | the OMol25 dataset | ωB97M-V/def2-TZVPD
Pt -0.965 -0.552 0.172
C 2.669 0.123 2.356
C 1.406 -0.436 1.774
N 0.834 0.104 0.689
N 1.292 1.219 0.130
C 0.413 1.822 -0.644
O -0.833 1.476 -0.672
C 0.894 2.911 -1.501
C 0.135 3.323 -2.598
C 0.625 4.275 -3.472
C 1.868 4.849 -3.257
C 2.614 4.470 -2.151
C 2.137 3.509 -1.281
C 0.686 -1.493 2.349
C 1.149 -2.317 3.405
C 0.320 -3.244 3.965
C -0.979 -3.396 3.452
C -1.372 -2.609 2.393
N -0.600 -1.663 1.870
H 2.970 0.991 1.775
H 3.459 -0.628 2.330
H 2.507 0.416 3.395
H -0.832 2.873 -2.763
H 0.043 4.582 -4.330
H 2.254 5.592 -3.943
H 3.574 4.937 -1.972
H 2.712 3.197 -0.424
H 2.168 -2.206 3.742
H 0.659 -3.866 4.779
H -1.648 -4.140 3.851
H -2.341 -2.751 1.943
O -1.535 -0.418 -2.380
P -3.008 -0.922 -1.874
O -4.080 -0.230 -2.595
O -3.013 -0.832 -0.340
O -2.884 -2.473 -2.240
P -2.130 -3.465 -1.149
O -3.246 -3.474 0.021
O -1.951 -4.798 -1.729
O -0.896 -2.749 -0.633
H -1.610 0.521 -2.570
H -3.463 -2.535 0.129
```

---

[5]
C14H14N4O3 | ωB97M-V/def2-TZVPD

The SMILES is CC(=O)Nc1nc(C)nc(-c2ccccc2OC(C)=O)n1. The calculation puts the highest occupied orbital energy at -9.455 eV. The energy relative to the best compared isomer or geometry (same formula, charge and spin) is 0.000 eV. For the orbital gap, the calculation gives 9.16 eV. The LUMO energy comes out at -0.0107 hartree.

```
35
C14H14N4O3 | the OMol25 dataset | ωB97M-V/def2-TZVPD
C 0.680 -2.145 -3.996
C -0.561 -1.384 -3.642
O -1.516 -1.272 -4.366
N -0.602 -0.788 -2.386
C 0.313 -0.749 -1.389
N 1.519 -1.295 -1.519
C 2.330 -1.170 -0.477
C 3.687 -1.770 -0.590
N 2.027 -0.533 0.644
C 0.800 -0.022 0.707
C 0.414 0.713 1.909
C 1.198 0.607 3.058
C 0.889 1.325 4.194
C -0.204 2.180 4.193
C -0.989 2.304 3.062
C -0.700 1.569 1.919
O -1.464 1.796 0.808
C -2.047 0.785 0.098
C -2.535 -0.395 0.909
O -2.408 1.006 -1.029
N -0.088 -0.137 -0.270
H 0.861 -2.928 -3.265
H 0.555 -2.576 -4.986
H 1.538 -1.479 -3.983
H -1.454 -0.254 -2.190
H 3.999 -2.164 0.373
H 4.392 -0.992 -0.880
H 3.690 -2.546 -1.349
H 2.053 -0.050 3.024
H 1.501 1.229 5.078
H -0.445 2.753 5.075
H -1.836 2.973 3.041
H -2.716 -1.237 0.248
H -3.482 -0.102 1.364
H -1.842 -0.678 1.696
```

---

[6]
C14H14N4O3S | ωB97M-V/def2-TZVPD

The SMILES is Cc1ccccc1NCC(=O)N/N=C\c1ccc([N+](=O)[O-])s1. The calculation puts the highest occupied orbital energy at -8.079 eV. The energy relative to the best compared isomer or geometry (same formula, charge and spin) is 5.885 eV. For the orbital gap, the calculation gives 6.74 eV. The LUMO energy comes out at -0.0492 hartree.

```
36
C14H14N4O3S | the OMol25 dataset | ωB97M-V/def2-TZVPD
C 1.592 -2.548 -0.528
C 0.902 -1.630 0.439
C -0.332 -1.971 0.965
C -0.972 -1.166 1.893
C -0.349 -0.010 2.330
C 0.879 0.357 1.813
C 1.509 -0.427 0.846
N 2.714 -0.050 0.280
C 3.209 1.298 0.370
C 2.174 2.390 0.082
O 2.157 3.459 0.642
N 1.209 2.056 -0.831
N 1.302 0.993 -1.648
C 0.267 0.333 -2.014
C -1.090 0.394 -1.565
C -2.077 -0.491 -1.979
C -3.277 -0.343 -1.295
C -3.206 0.662 -0.356
N -4.194 1.098 0.537
O -5.275 0.543 0.501
O -3.888 2.007 1.289
S -1.666 1.433 -0.302
H 1.784 -2.059 -1.484
H 0.979 -3.426 -0.714
H 2.547 -2.878 -0.120
H -0.805 -2.887 0.640
H -1.939 -1.448 2.281
H -0.825 0.619 3.067
H 1.344 1.264 2.164
H 2.931 -0.524 -0.581
H 3.598 1.499 1.375
H 4.031 1.416 -0.339
H 0.367 2.631 -0.813
H 0.476 -0.442 -2.742
H -1.912 -1.223 -2.750
H -4.164 -0.928 -1.454
```

---

[7]
C14H14N6S2 | ωB97M-V/def2-TZVPD

The SMILES is Cc1cnc2c(NCCN)nc3cc(-c4nccs4)sc3n12. The calculation puts the highest occupied orbital energy at -7.834 eV. For the orbital gap, the calculation gives 7.75 eV. The LUMO energy comes out at -0.0030 hartree.

```
36
C14H14N6S2 | the OMol25 dataset | ωB97M-V/def2-TZVPD
C 1.068 -1.443 4.681
C 1.094 -0.044 4.056
C 1.244 1.117 4.714
N 1.232 2.175 3.814
C 0.997 1.628 2.643
C 0.880 2.185 1.293
N 1.155 3.546 1.147
C 1.240 4.245 -0.133
C -0.118 4.941 -0.502
N -1.211 3.995 -0.708
N 0.639 1.444 0.199
C 0.482 0.070 0.379
C 0.108 -0.901 -0.643
C 0.031 -2.189 -0.235
C -0.317 -3.331 -1.089
N -0.549 -3.215 -2.382
C -0.803 -4.478 -2.957
C -0.665 -5.566 -2.121
S -0.292 -5.033 -0.502
S 0.356 -2.316 1.477
C 0.581 -0.532 1.609
N 0.899 0.263 2.739
H 1.903 -2.046 4.295
H 0.138 -2.006 4.464
H 1.198 -1.358 5.750
H 1.440 1.175 5.750
H 1.251 4.066 2.025
H 1.589 3.613 -0.977
H 2.007 5.002 -0.016
H -0.397 5.610 0.310
H 0.003 5.541 -1.410
H -1.323 3.428 0.137
H -0.981 3.402 -1.518
H 0.001 -0.608 -1.666
H -1.110 -4.617 -3.984
H -0.853 -6.576 -2.409
```

---

[8]
C14H14O4 | ωB97M-V/def2-TZVPD

The SMILES is CCCC(=O)Oc1ccc2c(C)cc(=O)oc2c1. The calculation puts the highest occupied orbital energy at -8.802 eV. The energy relative to the best compared isomer or geometry (same formula, charge and spin) is 0.000 eV. For the orbital gap, the calculation gives 8.79 eV. The LUMO energy comes out at -0.0003 hartree.

```
32
C14H14O4 | the OMol25 dataset | ωB97M-V/def2-TZVPD
C -0.383 5.101 -2.947
C 0.024 4.073 -1.900
C 0.644 2.831 -2.557
C 1.064 1.852 -1.490
O 2.121 1.864 -0.922
O 0.064 0.977 -1.261
C 0.103 -0.033 -0.323
C 0.965 -0.072 0.774
C 0.894 -1.128 1.654
C -0.028 -2.165 1.486
C -0.147 -3.301 2.370
C 0.755 -3.426 3.553
C -1.087 -4.231 2.095
C -1.979 -4.142 0.955
O -2.832 -4.945 0.674
O -1.827 -3.049 0.139
C -0.898 -2.102 0.383
C -0.829 -1.042 -0.514
H -0.829 5.969 -2.468
H -1.110 4.679 -3.637
H 0.482 5.429 -3.518
H -0.852 3.772 -1.321
H 0.750 4.514 -1.215
H -0.084 2.361 -3.217
H 1.528 3.124 -3.125
H 1.689 0.710 0.925
H 1.570 -1.150 2.494
H 1.795 -3.452 3.231
H 0.626 -2.574 4.219
H 0.537 -4.337 4.103
H -1.225 -5.101 2.717
H -1.501 -1.009 -1.355
```